This record from the Open Molecules 2025 dataset describes a structure of composition C8H13NO2P in a non-equilibrium geometry. The level of theory is ωB97M-V/def2-TZVPD.

The calculation puts the energy relative to the best compared isomer or geometry (same formula, charge and spin) at 0.0 kJ/mol. The energy comes out at -859.151451 hartree. Its net charge is -1.

Structure (XYZ):
```
25
Properties=species:S:1:pos:R:3:mulliken_charge:R:1
H 1.258 1.235 -1.735 0.34
H 0.859 -0.412 3.355 0.35
C 0.436 -1.060 -1.246 0.11
C 0.113 -2.461 -1.853 0.92
H 3.233 -1.653 0.745 -0.01
H 2.971 -2.592 -0.948 0.01
C 0.916 0.376 1.440 0.24
P 2.160 -2.420 0.159 -0.18
O -0.623 -2.574 -2.828 -0.73
O 0.714 -3.381 -1.221 -0.64
H -0.791 0.790 -1.128 0.10
C 0.626 0.991 -2.537 -1.15
H -0.227 3.331 1.297 0.30
C -0.361 0.063 -1.845 -0.24
H -0.703 -0.271 2.753 0.31
H -0.785 2.762 -0.388 0.23
H 0.179 1.850 -3.159 0.25
C 0.342 1.445 0.941 0.14
H -1.026 -0.496 -2.557 0.33
H 2.021 0.262 1.263 0.25
H 0.501 -1.486 1.996 0.28
C 0.326 -0.518 2.489 -1.10
H 1.243 0.431 -3.293 0.35
N 1.374 -1.012 -0.389 -0.48
C -0.294 2.534 0.601 -0.96
```


This record from the Open Molecules 2025 dataset describes the molecule C8H14 in a non-equilibrium geometry. The level of theory is ωB97M-V/def2-TZVPD.

The calculation puts the energy relative to the best compared isomer or geometry (same formula, charge and spin) at 146.9 kJ/mol. The energy comes out at -313.161458 hartree. As for the structure (SMILES): C[C@@]12CCC[C@]1(C)C2.

Structure (XYZ):
```
22
Properties=species:S:1:pos:R:3:mulliken_charge:R:1
H -1.312 1.304 -1.917 0.36
H 2.679 -0.906 1.113 0.45
C 1.453 -0.685 -0.736 -0.80
C -1.069 -1.018 0.011 -1.05
H -2.179 -1.077 -0.055 0.34
H -0.854 -0.056 -2.858 0.34
H 2.057 0.192 -1.061 0.37
H -2.581 1.279 0.732 0.31
H 0.394 -0.297 2.575 0.38
C -1.438 1.385 0.940 -1.63
H 1.673 -1.592 -1.344 0.30
C -0.475 0.224 0.595 1.08
H -1.541 1.670 2.005 0.38
H -1.139 2.220 0.387 0.37
H -0.529 -1.964 0.183 0.17
C -0.103 -0.144 -0.773 1.03
C 1.673 -0.972 0.749 -0.82
C -0.492 0.572 -2.093 -1.57
H 1.501 -2.107 0.875 0.23
H 0.314 1.089 -2.584 0.39
H 1.255 0.887 1.705 0.39
C 0.713 -0.005 1.551 -0.99
```


This record from the Open Molecules 2025 dataset describes the molecule C8H14 in a non-equilibrium geometry. The level of theory is ωB97M-V/def2-TZVPD.

The calculation puts the energy relative to the best compared isomer or geometry (same formula, charge and spin) at 579.6 kJ/mol. The energy comes out at -312.996649 hartree.

Structure (XYZ):
```
22
Properties=species:S:1:pos:R:3:mulliken_charge:R:1
H 3.867 -0.221 1.562 0.28
C 3.692 0.188 0.575 -0.83
C -1.286 1.528 -0.592 -0.86
H -3.029 -1.489 -0.146 0.36
H -1.058 -0.880 1.500 0.23
H -0.988 1.488 -1.661 0.29
C 0.316 -1.371 -0.134 -0.76
H 4.543 0.557 0.023 0.30
H -0.308 1.161 -0.269 0.05
H -3.304 0.830 -1.034 0.34
C 2.510 -0.219 -0.205 0.09
H -1.229 2.591 -0.367 0.38
H -1.827 -1.098 -1.358 0.35
H 1.063 0.178 1.202 0.30
C -1.010 -1.426 0.523 -0.26
H 2.654 -0.625 -1.213 0.44
C -2.475 0.653 -0.337 -0.35
C -2.177 -0.840 -0.344 -0.85
H 2.946 1.092 0.594 0.23
H -1.217 -2.481 0.716 0.41
C 1.282 -0.505 0.346 -0.44
H -2.964 0.890 0.618 0.29
```


This record from the Open Molecules 2025 dataset describes a cluster of 2 separate species, C8H14 in total in a non-equilibrium geometry. The level of theory is ωB97M-V/def2-TZVPD.

The calculation puts the energy relative to the best compared isomer or geometry (same formula, charge and spin) at 652.4 kJ/mol. The energy comes out at -312.968934 hartree.

Structure (XYZ):
```
22
Properties=species:S:1:pos:R:3:mulliken_charge:R:1
C 3.046 0.598 -0.410 -1.23
H -1.103 -2.809 -0.579 0.58
H -1.275 2.442 0.443 0.35
H -3.734 1.096 1.115 0.28
H 3.555 0.781 -1.352 0.37
H 2.171 -1.183 -1.277 0.41
C -0.366 -0.903 0.471 0.09
H 1.518 -1.786 0.819 0.42
H 0.252 1.619 0.973 0.19
C -2.519 0.011 -0.270 -0.48
C 1.835 -0.318 -0.700 -0.28
H 1.418 -0.169 1.401 0.50
C -0.732 1.508 0.540 -0.80
H -4.598 -0.006 -0.041 0.26
C -3.653 0.396 0.296 -0.73
H 2.651 1.557 -0.062 0.28
C 1.109 -0.807 0.578 -0.96
H -2.561 -0.741 -1.054 0.30
C -1.139 0.275 0.227 0.75
H 3.682 0.193 0.367 0.33
H -0.730 -1.951 -0.088 -0.93
H 1.173 0.200 -1.397 0.30
```


This record from the Open Molecules 2025 dataset describes a structure of composition C8H14BaF6N5O14S6 in a non-equilibrium geometry. The level of theory is ωB97M-V/def2-TZVPD.

The energy comes out at -4653.934735 hartree. The expectation value of S² is 0.758. The spin multiplicity is 2.

Structure (XYZ):
```
54
Properties=species:S:1:pos:R:3:mulliken_charge:R:1
F 1.335 -0.699 5.174 -0.27
O -1.915 -2.815 2.736 -0.56
C -4.245 -1.949 -3.226 -0.31
F 3.273 0.664 -1.441 -0.22
C -0.691 0.318 -1.699 -0.76
N -0.148 -0.707 3.325 -0.08
O 1.372 -3.274 -0.553 -0.58
Ba 1.252 0.946 1.712 2.37
N 2.155 -0.937 0.149 -0.09
H -1.613 0.816 -1.399 0.48
F 1.316 -2.615 1.633 -0.27
H -0.393 0.757 -2.651 0.42
N -2.120 -1.528 -2.582 0.39
H -0.050 -1.805 -2.066 0.38
H -3.626 -1.646 -6.463 0.34
O 1.274 5.481 -0.468 -0.55
N 0.277 3.065 0.444 -0.08
O -1.994 3.569 -0.399 -0.59
O 2.157 2.359 3.873 -0.56
O 4.747 -0.946 -0.752 -0.54
C 3.354 1.988 3.736 1.15
S -1.683 -1.383 3.087 0.77
S 0.902 4.078 -0.792 0.91
C -0.939 -1.282 -1.715 -0.64
O -0.847 5.080 1.314 -0.58
H 5.192 2.066 4.749 0.36
C -3.443 -1.640 -2.164 -0.46
F -1.437 2.935 1.780 -0.31
O 2.891 -1.446 -2.378 -0.56
H -4.938 -2.504 -5.696 0.28
O 3.492 -3.024 0.698 -0.57
S -0.005 -1.425 4.675 0.88
C -3.865 -2.317 -5.639 -0.82
F 2.317 3.478 -0.963 -0.24
O 0.247 -2.881 4.734 -0.55
O 3.650 0.908 3.154 -0.29
H 5.023 3.326 3.442 0.34
S 3.342 -0.894 -1.124 0.93
O -0.906 -0.848 5.752 -0.61
H -0.141 0.607 -0.804 -0.07
H -1.258 -1.561 -0.711 0.16
C 4.530 2.761 4.233 -1.17
N -3.426 -2.017 -4.310 0.09
S 2.224 -2.455 0.251 0.78
O -2.813 -0.628 3.559 -0.52
H -3.711 -1.309 -1.171 0.44
F -1.644 -0.936 1.505 -0.27
H -1.287 -1.917 -4.608 0.46
H -5.300 -2.037 -3.439 0.41
H 4.250 3.541 4.941 0.35
H -3.435 -3.273 -5.937 0.38
S -0.935 3.859 0.575 0.83
C -2.114 -1.774 -3.929 -0.23
O 0.350 3.869 -2.149 -0.57
```